Molecular formula: C8H10
Method: DFT, the ωB97M-V functional and the def2-TZVPD basis

**E_LUMO**: 1.08 eV
**SMILES**: CCc1ccccc1
**F_max**: 2.323 eV/A
**Energy relative to the best compared isomer or geometry (same formula, charge and spin)**: 56.0 kJ/mol
**Gap between HOMO and LUMO**: 10.0 eV
**Electronic energy**: -8457.68919 eV
**HOMO**: -9.0 eV

Geometry (Å):
C -0.35098 -2.00903 1.58437
C 0.02584 -0.47712 1.69883
C -0.01538 0.13686 0.32749
C 1.17534 0.06886 -0.41735
C 1.22116 0.67499 -1.67139
C 0.19539 1.40951 -2.18608
C -1.02067 1.37000 -1.47755
C -1.11345 0.81672 -0.22594
H -0.66670 -2.19810 0.56186
H -1.09596 -2.18229 2.34756
H 0.55792 -2.60642 1.63307
H -0.70938 -0.02043 2.36394
H 0.99066 -0.28734 2.16540
H 2.10613 -0.30074 -0.01575
H 2.23106 0.72285 -2.08170
H 0.17028 1.88383 -3.15603
H -1.78168 2.00164 -1.92741
H -1.91959 0.99621 0.47669

Forces on the atoms, in the same order (eV/Å):
C 1.192 1.402 -0.350
C -1.037 -0.516 -0.215
C 1.390 0.273 -0.269
C -1.317 0.685 -0.343
C 2.257 0.212 0.507
C -1.900 -1.068 0.136
C 0.476 1.468 -0.881
C 0.632 -0.524 1.196
H -0.742 -0.014 0.145
H -0.039 -0.816 -0.077
H -0.118 -0.239 0.694
H -0.057 0.186 -0.132
H 0.119 -0.267 -0.080
H -0.105 -0.371 0.210
H -0.348 -0.096 -0.485
H 0.487 0.105 0.017
H -0.428 -0.327 0.422
H -0.462 -0.091 -0.494

---

Molecular formula: C36H52NO2Si2
Method: DFT, the ωB97M-V functional and the def2-TZVPD basis

**E_LUMO**: -5.41 eV
**Total charge**: +1
**F_max**: 1.891 eV/A
**Gap between HOMO and LUMO**: 5.3 eV
**Electronic energy**: -59509.92853 eV
**HOMO**: -10.8 eV

Geometry (Å):
C 3.97306 -4.47258 -1.86351
C 2.86204 -4.04559 -0.89092
C 2.11852 -5.29304 -0.39907
C 3.44904 -3.28565 0.30314
Si 1.68968 -2.87492 -1.85726
C 2.59137 -1.40514 -2.52361
C 0.81095 -3.90040 -3.13706
O 0.49321 -2.21820 -0.78120
N -0.27243 -1.36917 -1.66699
O -1.49932 -1.99205 -1.86911
Si -2.32128 -2.97749 -0.72837
C -1.28251 -4.39029 -0.11334
C -2.86133 -1.88396 0.67700
C -3.80031 -3.66474 -1.77652
C -3.76323 -5.19653 -1.78097
C -3.68200 -3.15442 -3.21789
C -5.10435 -3.17425 -1.14065
C -0.49109 -0.15011 -0.98662
C -1.59620 0.65398 -1.59202
C 0.19126 0.23934 0.12116
H 4.53957 -3.61680 -2.25292
H 4.68437 -5.13478 -1.34871
H 3.57263 -5.02836 -2.72261
H 1.30254 -5.04605 0.28809
H 1.70715 -5.88386 -1.22853
H 2.82497 -5.93681 0.14415
H 2.66586 -2.95861 0.99832
H 4.12474 -3.95087 0.85881
H 4.02701 -2.40579 -0.00877
H 3.27824 -1.71804 -3.32421
H 1.85839 -0.70206 -2.94666
H 3.16771 -0.88732 -1.74474
H 1.54824 -4.22999 -3.88563
H 0.32563 -4.78960 -2.71787
H 0.05192 -3.29269 -3.64932
H -1.91616 -5.12504 0.40816
H -0.76661 -4.90848 -0.93138
H -0.54344 -4.01859 0.60779
H -3.47448 -2.47194 1.37926
H -2.00416 -1.49261 1.24240
H -3.46343 -1.03113 0.33533
H -3.83631 -5.61513 -0.76929
H -4.61849 -5.57196 -2.36198
H -2.85024 -5.58267 -2.25292
H -3.72690 -2.05994 -3.28308
H -2.76101 -3.50146 -3.70475
H -4.52558 -3.54880 -3.80521
H -5.18075 -2.07897 -1.14620
H -5.95508 -3.56828 -1.71571
H -5.21221 -3.52403 -0.10540
H -1.36171 1.72224 -1.52100
H -1.72163 0.37271 -2.64360
H -2.54693 0.50212 -1.06363
H 0.05700 1.25396 0.46065
H 0.89001 -0.43153 0.60657
C 4.75636 6.25686 3.77188
C 3.65526 5.73215 4.46172
C 2.58205 5.18353 3.76570
C 2.55943 5.19275 2.34986
C 1.42861 4.63116 1.60817
C 0.71421 3.54618 2.16896
C -0.47912 3.01500 1.69604
C -1.34842 2.14924 2.46365
C -2.61302 1.78946 1.93018
C -3.46399 0.93149 2.61888
C -3.08005 0.40653 3.86185
C -1.84498 0.76783 4.41673
C -0.98836 1.63321 3.73656
C 1.05042 5.25932 0.34008
C 0.57354 4.53462 -0.77601
C 0.10095 5.19593 -1.91169
C 0.18770 6.59238 -2.00343
C 0.73797 7.32584 -0.94410
C 1.14280 6.67284 0.21498
C 3.66032 5.76803 1.67030
C 4.75375 6.26953 2.36818
H 5.61347 6.64625 4.32077
H 3.63537 5.74250 5.55369
H 1.72004 4.78094 4.30460
H 1.13420 3.12346 3.08890
H -0.89798 3.40665 0.76559
H -2.91140 2.21427 0.96621
H -4.43356 0.67530 2.18346
H -3.76142 -0.24702 4.40563
H -1.55630 0.38254 5.39623
H -0.03720 1.92803 4.18450
H 0.60240 3.44203 -0.74652
H -0.32631 4.61257 -2.73057
H -0.16269 7.10556 -2.89798
H 0.85328 8.41011 -1.02249
H 1.52309 7.26192 1.05463
H 3.65115 5.80373 0.57770
H 5.60250 6.67369 1.81556

Forces on the atoms, in the same order (eV/Å):
C 0.101 -0.015 -0.012
C -0.582 0.599 -0.233
C 0.139 -0.097 0.106
C 0.180 -0.158 0.106
Si -0.177 -0.575 0.693
C 0.211 0.220 -0.430
C 0.002 0.235 -0.493
O 0.456 0.018 -1.057
N 0.283 -0.705 1.575
O -0.530 -0.581 -0.321
Si -0.036 -0.139 -0.707
C -0.020 -0.147 0.467
C -0.157 0.041 0.506
C 0.831 0.566 0.427
C -0.167 -0.065 -0.082
C -0.342 -0.118 -0.271
C -0.241 -0.112 -0.179
C 0.328 0.905 1.609
C 0.018 0.444 -0.347
C -0.404 -0.754 -1.687
H -0.077 -0.131 0.099
H -0.098 0.101 -0.080
H 0.066 0.098 0.187
H 0.179 -0.056 -0.127
H 0.078 0.137 0.180
H -0.112 0.023 -0.068
H 0.091 -0.021 -0.106
H -0.021 0.146 -0.010
H -0.107 -0.153 0.053
H -0.111 0.202 0.192
H 0.311 -0.173 0.082
H -0.121 -0.140 -0.187
H -0.256 0.015 0.121
H 0.146 0.230 -0.102
H 0.141 -0.212 0.066
H 0.150 0.163 -0.174
H -0.143 0.148 0.279
H -0.155 -0.140 -0.240
H 0.098 0.194 -0.152
H -0.128 -0.097 -0.195
H 0.103 -0.237 0.061
H 0.002 0.037 -0.210
H 0.138 0.003 0.105
H -0.165 0.071 0.131
H 0.108 -0.218 0.041
H -0.165 0.164 0.159
H 0.104 0.056 0.068
H 0.022 -0.193 0.013
H 0.058 0.088 0.135
H -0.009 0.076 -0.179
H -0.024 -0.089 -0.091
H -0.117 0.225 0.235
H 0.232 -0.165 -0.201
H 0.015 -0.196 0.082
H 0.024 0.283 -0.061
C -0.303 -0.187 -0.368
C -0.026 -0.092 -0.031
C 0.015 -0.005 -0.218
C 0.277 0.224 0.363
C -0.144 -0.201 -0.195
C 0.161 -0.291 -0.047
C -0.337 1.037 0.941
C -0.131 -0.562 0.152
C 0.267 0.104 0.059
C 0.049 0.097 0.020
C 0.118 0.447 -0.360
C 0.186 0.222 -0.082
C -0.231 -0.102 -0.208
C 0.029 0.536 -0.594
C -0.133 0.081 0.110
C 0.191 0.009 0.196
C 0.093 -0.207 0.348
C -0.059 -0.208 -0.101
C 0.058 -0.185 0.153
C -0.167 -0.019 -0.100
C -0.141 -0.075 0.261
H -0.260 -0.063 -0.137
H 0.036 -0.001 -0.377
H 0.361 0.207 -0.084
H -0.215 0.241 -0.434
H 0.089 -0.156 0.301
H 0.077 -0.243 0.301
H 0.366 0.066 0.212
H 0.240 0.107 -0.143
H -0.080 0.118 -0.323
H -0.353 -0.250 -0.063
H -0.053 0.334 -0.104
H 0.263 0.218 0.213
H 0.093 -0.147 0.211
H -0.131 -0.407 0.057
H -0.180 -0.243 -0.299
H 0.071 -0.094 0.395
H -0.244 -0.111 0.198

---

Molecular formula: C7H13NO
Method: DFT, the ωB97M-V functional and the def2-TZVPD basis

**E_LUMO**: 0.88 eV
**SMILES**: CC1=CC1.NC=O.C=C
**F_max**: 2.411 eV/A
**Energy relative to the best compared isomer or geometry (same formula, charge and spin)**: 397.1 kJ/mol
**Gap between HOMO and LUMO**: 10.0 eV
**Electronic energy**: -11003.63685 eV
**HOMO**: -9.1 eV

Geometry (Å):
C -1.04530 1.66879 -2.13875
C -0.90842 0.75176 -0.98684
C -1.30149 -0.40023 -0.48324
C -1.27711 0.75170 0.46771
H -0.11063 2.22573 -2.28340
H -1.27346 1.14755 -3.06598
H -1.83277 2.40792 -1.94740
H -1.71058 -1.36671 -0.68290
H -2.20609 1.18422 0.81228
H -0.46457 0.85345 1.18892
N -0.58075 -2.08478 2.11521
C 0.20493 -2.15583 1.01307
O 0.40631 -3.16697 0.38484
H -0.80227 -1.19185 2.52282
H -1.23050 -2.84094 2.28650
H 0.83804 -1.22695 0.86659
C 1.83676 0.79212 -0.54447
C 2.40985 0.30762 0.57189
H 1.62658 1.84356 -0.62652
H 1.79271 0.17045 -1.43653
H 2.93234 -0.64032 0.58918
H 2.69641 0.96969 1.37703

Forces on the atoms, in the same order (eV/Å):
C 0.859 0.238 -0.171
C -2.102 -1.104 0.416
C 0.479 1.659 -0.802
C 0.685 -0.137 0.212
H -0.209 0.046 -0.105
H 0.010 -0.101 0.005
H 0.117 -0.211 0.119
H 0.015 -0.285 0.010
H -0.328 0.177 0.006
H 0.024 -0.090 0.111
N -0.589 -0.129 0.175
C 1.591 0.598 0.755
O -0.331 -0.252 -0.474
H 0.049 -0.009 -0.147
H 0.173 0.077 -0.023
H -0.970 -0.717 -0.010
C 1.418 -0.808 0.718
C 0.735 0.949 -1.197
H -0.445 0.146 -0.006
H -0.270 0.186 0.153
H -0.490 -0.321 -0.006
H -0.422 0.087 0.260

---

Molecular formula: C2H4ClN2P
Method: DFT, the ωB97M-V functional and the def2-TZVPD basis

**E_LUMO**: -0.54 eV
**F_max**: 6.250 eV/A
**Energy relative to the best compared isomer or geometry (same formula, charge and spin)**: 277.3 kJ/mol
**Gap between HOMO and LUMO**: 7.8 eV
**Electronic energy**: -26927.62318 eV
**HOMO**: -8.3 eV

Geometry (Å):
C 0.21241 -0.33977 -0.41629
C 0.16519 0.66118 0.45329
N 5.19654 1.32264 -0.86148
N 5.13741 0.24333 -0.43907
P 5.09175 -1.23473 0.13631
Cl 3.25799 -1.14158 0.86382
H -0.25188 -1.20927 0.03212
H 0.49882 -0.37556 -1.39672
H 0.45403 1.56349 -0.04149
H -0.10362 0.71098 1.42212

Forces on the atoms, in the same order (eV/Å):
C -2.166 -1.089 4.388
C 1.633 0.891 -5.073
N -0.116 -3.283 1.238
N 0.297 5.820 -2.259
P 1.556 -2.509 0.308
Cl -1.639 -0.064 0.725
H 0.392 -0.905 -0.582
H 0.744 0.417 -2.223
H 0.392 1.139 0.506
H -1.092 -0.418 2.972

---

Molecular formula: C52H46N8Si2V
Method: DFT, the ωB97M-V functional and the def2-TZVPD basis

**E_LUMO (alpha / beta)**: 4.29 / 4.29 eV
**Total charge**: -2
**<S²>**: 3.798
**F_max**: 0.962 eV/A
**Energy relative to the best compared isomer or geometry (same formula, charge and spin)**: 77.4 kJ/mol
**Gap between HOMO and LUMO (alpha / beta)**: 4.4 / 6.7 eV
**Electronic energy**: -108039.78551 eV
**HOMO (alpha / beta)**: -0.1 / -2.4 eV
**2S+1**: 4

Geometry (Å):
V -0.52759 -0.68184 0.65385
C 0.35082 -4.39373 -2.31062
C 1.68427 -4.73544 -2.03017
C 2.29124 -4.17579 -0.94795
C 1.58881 -3.25692 -0.11244
N 0.31554 -2.89453 -0.41508
C -0.25394 -3.47990 -1.48266
N 2.27105 -2.80867 0.95094
C 1.77343 -2.06815 1.92954
N 0.48004 -1.58886 2.14592
C 0.41974 -1.14844 3.47133
N -0.60456 -0.76047 4.21417
C -1.86964 -0.63420 3.79289
C -2.82380 -0.33454 4.81244
C -4.13637 -0.14711 4.50417
C -4.53870 -0.25726 3.16313
C -3.56786 -0.54681 2.23433
N -2.26542 -0.74144 2.49892
C 1.73387 -1.21875 4.04155
C 2.22811 -0.82471 5.29160
C 3.57113 -0.99766 5.53998
C 4.42790 -1.57296 4.56671
C 3.94116 -1.97249 3.34206
C 2.58045 -1.77259 3.07945
H -0.18454 -4.79659 -3.15946
H 2.22824 -5.42355 -2.66869
H 3.31940 -4.38463 -0.68632
H -1.27374 -3.18235 -1.69033
H -2.44867 -0.24906 5.82289
H -4.85319 0.09290 5.28256
H -5.56285 -0.10508 2.85118
H -3.85534 -0.60894 1.19279
H 1.55968 -0.38893 6.02360
H 3.98663 -0.68675 6.49228
H 5.48090 -1.69560 4.79531
H 4.57552 -2.41954 2.58642
C -2.26053 -3.52266 1.10079
C -2.78831 -2.63781 0.00357
C -3.89293 -3.05389 -0.70102
C -4.44006 -2.18268 -1.65496
C -3.90916 -0.94543 -1.84265
C -2.75935 -0.50995 -1.08745
N -2.20589 -1.43506 -0.21958
N -2.18212 0.66755 -1.14157
Si -2.71945 2.09563 -1.93619
C -1.56360 2.65133 -3.29754
C -4.41476 2.04010 -2.79171
C -2.93941 3.52931 -0.74183
H -2.28531 -4.56200 0.76686
H -2.90723 -3.42200 1.97489
H -1.25134 -3.26713 1.40337
H -4.31984 -4.02718 -0.50085
H -5.30140 -2.48972 -2.24030
H -4.32994 -0.27669 -2.57476
H -1.55772 1.93201 -4.12162
H -0.53341 2.77094 -2.96247
H -1.91294 3.61631 -3.68056
H -4.41563 1.43053 -3.69822
H -4.64833 3.06820 -3.08823
H -5.21628 1.69060 -2.13616
H -2.08588 3.70304 -0.08973
H -3.80887 3.37119 -0.09742
H -3.11517 4.43686 -1.32911
N -0.18995 5.69360 4.58364
C -0.24796 4.73054 3.95321
C -0.32704 3.52970 3.16178
C -1.53936 3.15045 2.58597
C -1.60713 1.99148 1.83304
C -0.50200 1.15573 1.61308
C 0.69966 1.59280 2.19642
C 0.80387 2.74263 2.96040
H -2.41923 3.76647 2.73269
H -2.56006 1.73637 1.38462
H 1.60510 1.00650 2.05415
H 1.75121 3.03152 3.39890
C 2.18012 4.80935 -0.91364
C 0.90514 4.31481 -0.66908
C 0.67730 2.94735 -0.70665
C 1.68473 2.02277 -0.99209
C 2.95693 2.54957 -1.23605
C 3.20524 3.91812 -1.19794
Si 1.22699 0.15153 -1.08828
C 0.68364 0.06001 -2.93601
C -0.35059 -0.76638 -3.37497
C -0.70525 -0.85986 -4.71616
C -0.02341 -0.11553 -5.66787
C 1.01042 0.71932 -5.26170
C 1.35113 0.80026 -3.91821
C 3.00578 -0.56674 -1.21994
C 3.91567 -0.31330 -0.18532
C 5.23591 -0.72568 -0.24554
C 5.69215 -1.43188 -1.35425
C 4.81209 -1.70863 -2.38823
C 3.49037 -1.27461 -2.31906
H 2.37442 5.87527 -0.87217
H 0.08998 4.99015 -0.43301
H -0.31400 2.57531 -0.48371
H 3.78155 1.88227 -1.46201
H 4.20783 4.28643 -1.38862
H -0.90664 -1.34364 -2.65100
H -1.52101 -1.51095 -5.01182
H -0.29768 -0.17909 -6.71530
H 1.54813 1.31455 -5.99192
H 2.15499 1.46688 -3.62298
H 3.58172 0.22156 0.69963
H 5.90484 -0.50997 0.58010
H 6.72331 -1.76436 -1.40608
H 5.14918 -2.26605 -3.25604
H 2.82501 -1.50668 -3.14382

Forces on the atoms, in the same order (eV/Å):
V -0.446 -0.151 0.195
C 0.016 -0.012 0.026
C -0.002 -0.026 -0.052
C 0.001 -0.006 -0.011
C 0.055 0.013 0.174
N 0.117 0.264 -0.190
C -0.025 0.021 0.073
N 0.006 0.062 -0.182
C -0.124 -0.079 -0.035
N 0.573 -0.176 0.545
C -0.005 -0.101 -0.272
N -0.114 0.075 -0.032
C 0.148 0.011 0.059
C -0.016 -0.001 -0.027
C -0.062 0.011 0.041
C 0.040 0.010 0.029
C 0.027 -0.046 -0.059
N -0.084 -0.149 -0.075
C -0.023 0.124 0.210
C -0.016 -0.055 -0.056
C 0.054 -0.010 -0.019
C -0.041 0.013 0.045
C -0.047 0.000 0.016
C 0.111 -0.079 -0.077
H -0.004 0.001 0.000
H -0.010 -0.005 0.002
H -0.005 0.006 0.014
H 0.015 -0.018 -0.030
H 0.013 -0.007 -0.009
H -0.004 -0.006 -0.008
H 0.002 -0.001 -0.009
H 0.021 -0.023 -0.036
H 0.001 0.004 0.000
H 0.011 -0.004 -0.003
H 0.000 0.003 0.009
H 0.005 0.012 -0.010
C 0.006 -0.019 -0.045
C 0.035 0.232 0.153
C -0.094 -0.011 -0.026
C -0.028 -0.091 0.067
C 0.169 0.114 -0.121
C -0.204 -0.165 -0.041
N -0.691 -0.445 -0.500
N -0.130 -0.070 0.176
Si 0.092 -0.187 -0.035
C 0.073 -0.003 -0.040
C -0.059 0.071 -0.009
C 0.002 0.069 0.042
H 0.020 -0.005 0.040
H -0.020 -0.002 0.005
H 0.016 0.036 -0.010
H -0.011 0.005 -0.012
H 0.005 -0.003 -0.002
H 0.033 -0.079 0.032
H -0.003 0.005 0.011
H -0.048 0.011 -0.007
H 0.011 -0.001 -0.041
H 0.004 0.011 -0.014
H -0.021 -0.001 -0.006
H 0.007 0.020 -0.003
H 0.028 0.025 -0.036
H -0.017 -0.013 0.002
H -0.021 0.009 0.018
N -0.003 0.015 0.013
C -0.013 -0.153 -0.112
C 0.045 0.243 0.148
C -0.006 -0.058 -0.045
C 0.048 0.023 -0.045
C 0.294 0.760 0.344
C 0.064 -0.083 0.009
C -0.012 -0.074 -0.042
H -0.001 0.005 -0.005
H -0.002 -0.037 0.035
H -0.009 -0.003 0.024
H -0.001 0.007 0.001
C -0.008 -0.025 0.014
C 0.043 -0.003 -0.001
C -0.085 0.038 0.040
C 0.047 0.083 0.032
C 0.024 0.018 -0.052
C -0.015 0.012 0.002
Si 0.244 0.170 -0.236
C 0.040 -0.069 -0.085
C -0.014 0.036 -0.002
C 0.014 0.000 0.006
C -0.011 0.005 -0.009
C -0.003 0.007 0.028
C 0.022 -0.006 -0.006
C 0.042 0.029 0.024
C -0.033 -0.061 0.067
C -0.008 -0.053 -0.001
C 0.012 0.018 0.014
C -0.028 0.001 0.012
C -0.012 -0.083 0.002
H -0.004 0.000 -0.002
H 0.001 0.003 -0.002
H 0.033 -0.004 -0.020
H -0.028 0.020 0.000
H 0.001 0.004 0.002
H 0.001 0.020 -0.003
H 0.002 -0.004 0.000
H -0.002 -0.001 0.001
H -0.001 0.000 -0.003
H 0.008 -0.008 0.000
H -0.018 -0.001 -0.003
H 0.005 -0.005 0.000
H -0.003 -0.002 0.000
H 0.003 0.002 0.004
H -0.017 0.021 0.006

---

Among the records above, which one has the highest F_max? C2H4ClN2P

---

What is the formula in the fourth record? C2H4ClN2P

---

Which value of F_max does entry 4 give? 6.250 eV/A